{
  "formula": "C3H3ClN2O",
  "method": "the ωB97M-V functional and the def2-TZVPD basis",
  "e_tot_ev": -20707.572,
  "homo_ev": -8.31,
  "spin_multiplicity": 1,
  "de_lowest_kcal_mol": 45.4,
  "charge": 0,
  "orbital_gap_ev": 8.93,
  "symbols": ["Cl", "O", "N", "N", "C", "C", "C", "H", "H", "H"],
  "xyz": [[1.9042, -0.6995, -2.3584], [-1.1271, -0.0609, -0.1848], [-0.1257, 0.4465, 1.7944], [1.1291, 0.1196, 0.0081], [-0.5726, -0.2868, -1.4489], [0.7382, -0.2272, -1.1933], [-0.0497, 0.1738, 0.5441], [0.6530, 0.9858, 2.3246], [-1.0890, 0.6088, 2.3415], [-1.4603, -1.0600, -1.8274]],
  "forces_ev_per_a": [[0.35, 0.05, -0.39], [0.62, 0.97, 1.54], [-2.64, 3.11, 8.33], [-0.22, 0.22, 0.18], [-4.43, -3.20, -0.49], [1.70, -1.49, -4.58], [0.09, 0.45, 0.12], [-1.70, -1.66, -1.93], [2.91, -0.69, -2.27], [3.34, 2.24, -0.51]],
  "lowdin_charge": [0.68, 0.05, 0.14, 0.15, -0.13, -0.85, -0.59, 0.17, 0.18, 0.19]
}